Entry 1:
DFT (ωB97M-V/def2-TZVPD) results for 7 unconnected molecules or ions with the total composition C20H41NO12.

Each line ends with the Mulliken charge.
Geometry (Å):
O  -0.703  1.017  2.800  -0.598
C  -2.523  0.647  1.385  -0.311
H  3.239  -2.641  -1.589  0.327
O  -4.767  -1.586  -0.227  -0.528
C  -4.254  0.211  -2.611  -0.622
C  -0.866  1.832  -0.611  0.752
C  4.379  4.421  -2.070  -0.376
C  -0.282  1.459  0.531  -0.604
H  -5.471  -5.120  -3.919  0.279
O  6.220  5.566  0.482  -0.473
C  -4.902  -0.586  0.417  0.580
H  0.625  0.172  -2.835  0.343
H  -4.623  -0.815  -2.597  0.070
H  -6.134  -3.298  0.392  -0.278
O  -0.304  2.279  -1.738  -0.416
H  4.841  4.943  -2.911  0.283
H  4.782  -4.483  1.443  0.223
H  -3.014  0.082  2.167  0.415
C  2.696  -2.276  -0.715  -1.174
H  0.788  1.431  0.674  0.443
H  2.339  0.622  -2.914  0.289
O  -4.751  -4.706  -2.076  -0.499
C  -5.571  -0.550  1.761  -1.495
H  -3.170  0.167  -2.510  0.200
H  -7.510  -4.012  -0.457  0.298
O  4.920  -2.518  1.914  -0.431
H  -4.923  -1.055  2.483  0.341
C  -1.130  1.050  1.665  -0.604
C  -4.914  0.965  -1.490  0.359
O  -7.693  -3.681  1.603  -0.506
H  5.131  1.069  4.447  0.227
O  -2.940  2.618  -1.462  -0.554
C  6.364  6.413  1.616  -0.527
H  6.630  1.109  3.501  0.247
O  3.916  3.127  -2.456  -0.416
H  4.674  2.609  -2.743  0.242
H  5.754  6.074  2.457  0.248
H  6.527  4.689  0.731  0.266
H  6.681  0.769  5.250  0.256
H  -6.496  -1.128  1.713  0.466
N  -4.442  0.693  -0.104  0.318
H  1.324  2.672  -2.846  0.367
C  1.453  -1.489  -1.114  -0.200
H  1.120  -1.774  -2.118  0.343
H  6.757  -1.192  3.984  0.290
H  -5.759  0.468  2.091  0.351
H  -8.409  -4.313  1.706  0.288
H  -6.706  -4.524  -2.800  0.228
C  1.449  0.625  -2.268  -0.481
H  3.362  -1.652  -0.119  0.274
H  -4.891  -4.075  -1.362  0.260
C  -3.124  0.995  0.241  0.967
O  -5.847  1.694  -1.622  -0.525
H  4.380  -4.129  3.130  0.298
H  1.705  2.460  -1.149  0.269
C  1.099  2.067  -1.970  -0.557
H  -4.533  0.689  -3.548  0.345
O  5.899  -0.765  4.070  -0.533
C  -6.921  -4.042  0.464  -0.053
H  2.424  -3.142  -0.110  0.346
H  7.405  6.491  1.937  0.244
H  6.019  7.400  1.314  0.212
H  3.506  4.984  -1.747  0.223
H  -5.526  -3.398  -3.512  0.182
C  6.113  0.618  4.329  -0.554
O  1.696  -0.087  -1.078  -0.208
C  5.049  -3.872  2.304  -0.641
H  0.623  -1.703  -0.430  0.237
C  -5.665  -4.409  -3.118  -0.467
C  -2.364  1.887  -0.702  0.362
H  5.149  -1.958  2.668  0.364
H  -6.465  -5.030  0.563  0.324
H  5.087  4.373  -1.244  0.109
H  6.075  -4.126  2.593  0.275

Properties
E_HOMO ... -8.851 eV
SMILES string ... CCOCCOC1=CC(=O)C=C(N(C(C)=O)C(C)=O)C1=O.CO.CO.CO.CO.CO.CO
E ... -1744.1266 a.u.
HOMO-LUMO gap ... 0.296 Eh

***

Entry 2:
DFT (ωB97M-V/def2-TZVPD) results for a molecular structure, C20H42AlB2Br7CaF6LiN3NaO5PS.

Each line ends with the Mulliken charge.
Geometry (Å):
O  6.215  -0.377  -2.010  -0.504
H  -3.783  0.020  6.703  0.505
N  -0.956  -1.007  4.623  -0.801
C  -1.651  1.277  12.085  -0.603
H  -5.468  1.614  -7.306  0.667
H  -1.440  -1.489  -3.537  0.222
H  5.838  -2.027  4.664  0.380
Al  2.000  -6.718  1.888  0.740
C  1.757  0.186  2.335  -0.791
H  1.578  1.354  2.472  0.310
O  3.611  0.218  -2.266  -0.340
H  -1.383  1.250  8.167  0.198
H  -0.219  -2.566  -4.630  0.343
H  -0.709  1.758  12.365  0.339
Br  -0.019  -1.042  -0.383  -0.159
C  -2.194  1.269  7.430  -0.959
H  -1.483  2.428  -5.665  0.339
Li  -7.871  2.769  -7.863  0.972
H  6.736  0.475  -1.811  0.255
C  -3.011  2.059  -9.367  -1.457
H  -1.156  -1.111  -5.383  0.283
Br  4.539  0.625  4.592  -0.103
C  -3.228  1.526  -4.828  -0.830
H  -5.744  2.458  -5.769  0.525
Br  -2.647  2.640  11.108  -0.109
H  -4.063  2.276  -9.571  0.242
F  -4.743  -0.033  -6.310  -0.866
C  2.103  -1.420  -3.062  0.710
C  -5.564  2.597  -6.837  -0.750
H  -2.631  3.575  -5.045  0.261
P  0.866  -0.303  -3.995  -0.064
Na  6.798  -0.901  -6.639  1.018
H  7.012  0.779  -4.527  0.326
H  -2.697  -2.174  7.181  0.355
C  -4.357  3.492  -7.090  -0.965
Br  -4.069  2.604  6.841  -0.798
H  0.616  1.889  -3.504  0.346
B  5.713  -0.232  -3.418  -0.190
C  -1.392  0.065  11.220  -0.430
H  -0.649  -0.590  11.687  0.389
H  -2.737  1.190  -9.974  0.441
H  4.504  0.661  -5.563  0.039
C  -2.974  -0.042  7.442  -0.619
H  -1.761  1.473  6.446  0.446
C  -2.765  1.755  -7.891  -0.192
C  4.564  -0.784  5.940  -0.635
F  2.891  -7.566  3.203  -0.458
C  -0.631  -1.487  -4.386  -0.832
H  -1.709  1.472  -7.800  0.383
Ca  0.225  -1.907  2.712  1.666
H  2.416  -0.140  3.273  0.100
H  3.570  -0.809  6.394  0.368
H  -2.856  2.107  7.673  0.173
H  5.293  -0.453  6.685  0.361
H  -2.623  1.295  -3.943  0.335
H  -1.299  -1.349  7.895  0.198
C  2.593  -0.081  0.911  0.230
C  4.983  -2.107  5.340  -0.576
N  4.025  1.035  -4.696  -0.802
C  -1.473  -1.122  5.768  0.226
O  3.302  -1.351  -3.962  -0.588
F  3.064  -6.564  0.443  -0.436
H  -1.064  0.314  10.208  0.127
C  -2.558  2.644  -5.621  -0.666
H  0.766  -0.439  2.400  0.170
H  -4.460  3.931  -8.090  0.450
Br  4.587  0.333  1.033  -0.072
H  3.061  1.276  -5.015  0.236
C  2.834  -0.893  -1.693  0.184
H  -4.215  1.824  -4.466  0.271
H  -3.443  -0.168  8.424  0.116
F  1.532  -2.774  -2.775  -0.329
Br  -2.994  -1.034  11.046  -0.136
H  -4.412  4.357  -6.416  0.314
C  1.939  -0.613  -0.338  -0.105
H  5.214  -2.831  6.127  0.366
H  -3.351  0.872  -7.616  0.271
Br  3.526  -2.914  4.324  -0.063
H  -2.406  2.908  -9.703  0.332
F  0.530  -7.663  1.452  -0.457
O  6.723  -0.200  -4.493  -0.788
B  4.056  -0.084  -3.672  1.524
F  1.513  -5.078  2.453  -0.330
H  -2.222  1.051  12.990  0.377
O  0.314  1.046  -3.014  -0.526
H  2.813  -3.129  -0.340  0.150
S  3.775  -2.470  -1.164  -0.132
C  -2.095  -1.259  7.147  -0.047
N  -3.030  2.881  -6.991  0.114
H  -3.328  0.602  -5.403  0.232
H  -6.465  3.069  -7.249  -0.417

Properties
E_HOMO ... -4.617 eV
E ... -21824.0510 a.u.
HOMO-LUMO gap ... 0.078 Eh

***

Among the records above, which one has the lowest E?
C20H42AlB2Br7CaF6LiN3NaO5PS

***

The highest E_HOMO belongs to which entry?
C20H42AlB2Br7CaF6LiN3NaO5PS